Record 1
Molecular formula: C23H32Br54ClFN4OP
Method: DFT, ωB97M-V with the def2-TZVPD basis set

Values from the calculation:
Max |F| in eV Å⁻¹: 5.799
Kohn-Sham gap in eV: 7.86
LUMO in eV: -3.33
HOMO in eV: -11.189
Total charge: +1

The geometry in XYZ format:
```
117
Properties=species:S:1:pos:R:3:lowdin_charge:R:1
C 3.2922 -3.4992 1.1375 0.0092
N 3.4057 -2.1709 0.5492 -0.0490
N 4.2339 -1.2811 1.2537 0.1671
C 2.7992 -1.8524 -0.4599 -0.4996
N 1.9878 -2.6861 -1.0897 0.0780
C 0.7189 -2.8800 -0.3497 -0.1278
C -0.4797 -2.3027 -1.0503 -0.1940
C -1.2076 -1.3838 -0.1244 -0.3190
F -2.3087 -1.9900 0.2358 -0.0040
N 2.9246 -0.5628 -0.8889 -0.1130
P 3.6292 -0.2511 -2.4862 0.5763
O 3.1199 -1.3726 -3.5190 -0.3138
Cl 5.6490 -0.7049 -2.4080 0.2556
H 4.1221 -3.7123 1.7266 0.0060
H 2.4434 -3.4614 1.7456 0.0609
H 3.1145 -4.2135 0.4055 0.0618
H 4.8180 -0.7824 0.6244 0.0811
H 3.6354 -0.6587 1.7272 0.0993
H 2.4332 -3.5347 -1.3464 0.1024
H 0.6309 -3.9031 -0.1621 0.1251
H 0.8401 -2.4415 0.6000 0.1013
H -1.1279 -3.0775 -1.3019 0.0602
H -0.1155 -1.7927 -1.9200 0.0080
H -1.4114 -0.4590 -0.6185 0.0628
H -0.6527 -1.1656 0.7343 0.0438
H 2.0286 -0.1182 -0.9159 0.0921
H 2.1975 -1.4717 -3.4578 -0.0009
C 4.9876 -2.2959 4.7609 -1.6147
Br 5.6351 -2.4025 6.5578 0.5892
Br 6.0888 -3.2786 3.5198 0.6254
Br 3.1360 -2.8308 4.6484 0.5961
H 5.0334 -1.2639 4.4727 -0.0381
C -2.3614 1.7420 2.2156 -1.6120
Br -0.5059 1.2144 2.3026 0.5976
Br -2.5936 3.5549 2.8154 0.6163
Br -3.1318 1.3845 0.4856 0.6664
H -2.8961 1.1301 2.9169 -0.1330
C -1.8327 3.9398 6.6570 -1.6149
Br -3.5574 4.3700 7.3897 0.5663
Br -0.5400 5.3124 7.0354 0.5496
Br -1.2208 2.2075 7.2355 0.5656
H -1.9443 3.8956 5.5910 -0.1040
C -4.3311 -4.1828 1.2010 -1.6258
Br -4.3160 -4.1156 3.1280 0.5527
Br -3.9233 -5.9459 0.5511 0.5230
Br -5.9853 -3.5174 0.4813 0.5954
H -3.5521 -3.5296 0.8567 -0.0765
C 3.6737 -0.4538 10.1649 -1.6212
Br 5.5392 -0.8382 10.4382 0.5841
Br 3.2785 1.4094 10.4168 0.5912
Br 3.0729 -1.0571 8.4415 0.5195
H 3.1246 -0.9992 10.9067 -0.0321
C 4.3091 4.1182 7.6369 -1.6457
Br 4.7434 2.4851 6.7173 0.5378
Br 5.5448 5.5257 7.2056 0.5900
Br 2.4857 4.6421 7.3186 0.5247
H 4.4046 3.9211 8.6872 -0.0593
C -2.7075 -3.1988 -4.3577 -1.5814
Br -0.8906 -2.6117 -4.0765 0.6671
Br -3.1442 -4.6820 -3.2122 0.5997
Br -3.9122 -1.7173 -4.1688 0.5641
H -2.7925 -3.5429 -5.3699 -0.0296
C 8.2307 -3.0150 -4.3918 -1.6586
Br 7.6121 -3.8739 -5.9959 0.5849
Br 8.9244 -4.2931 -3.1290 0.5694
Br 9.5040 -1.6259 -4.7649 0.5924
H 7.3796 -2.5512 -3.9342 -0.0917
C -4.9920 2.0853 -6.1043 -1.5867
Br -4.3327 3.8915 -6.2407 0.5881
Br -3.9544 0.8625 -7.1660 0.5755
Br -5.1311 1.4613 -4.2824 0.5283
H -5.9876 2.0810 -6.5037 -0.0250
C -5.8045 6.7843 -2.9586 -1.6053
Br -5.5638 4.8919 -3.2211 0.5243
Br -4.1063 7.6847 -2.8715 0.5527
Br -6.9555 7.5540 -4.2965 0.5693
H -6.2945 6.9180 -2.0143 -0.0336
C -4.3784 8.1937 5.9016 -1.6479
Br -4.0995 6.8021 4.5984 0.5235
Br -3.1065 9.6212 5.7052 0.5846
Br -6.1887 8.8361 5.8670 0.5896
H -4.2141 7.7543 6.8672 -0.0471
C -5.0717 5.3536 -9.8478 -1.6546
Br -5.0913 3.6117 -10.6624 0.5717
Br -3.6520 6.4409 -10.5585 0.5972
Br -6.7765 6.2304 -9.9908 0.5819
H -4.8784 5.2136 -8.7970 -0.1000
C -3.1538 -9.7197 2.6385 -1.6320
Br -2.9018 -9.5016 0.7405 0.5519
Br -1.6153 -10.5203 3.4693 0.5796
Br -3.6396 -8.0644 3.4868 0.5470
H -3.9739 -10.3972 2.7716 -0.0332
C 5.7524 -6.8200 -2.4666 -1.6351
Br 5.0529 -5.0775 -2.0235 0.5462
Br 5.4203 -8.0915 -1.0665 0.6020
Br 5.1008 -7.4339 -4.1623 0.6015
H 6.8182 -6.7133 -2.5549 -0.0605
C -4.0413 9.7287 -8.2442 -1.6358
Br -5.2122 11.1945 -8.6642 0.5926
Br -2.2203 10.3081 -8.0399 0.5752
Br -4.6630 8.7505 -6.7036 0.5244
H -4.0669 9.0527 -9.0780 -0.0896
C -1.2056 10.1649 -4.0971 -1.6522
Br -0.4298 11.8946 -4.4138 0.5846
Br -0.2431 8.7699 -5.0086 0.5466
Br -1.3469 9.7789 -2.2169 0.5471
H -2.2027 10.1834 -4.4987 -0.0548
C 6.8575 -11.3684 -2.6304 -1.6617
Br 6.2376 -12.1675 -4.2649 0.5835
Br 7.5271 -12.6833 -1.3989 0.5887
Br 8.1547 -9.9874 -2.9662 0.5509
H 6.0117 -10.8993 -2.1661 -0.0766
C -4.4338 -0.4400 6.4505 -1.6302
Br -5.6331 -1.8375 5.9126 0.5818
Br -4.3359 0.9030 5.0772 0.6101
Br -4.8663 0.3000 8.1682 0.5957
H -3.4583 -0.8781 6.5296 -0.0335
```



Record 2
Molecular formula: C23H32CaCl2F3O3
Method: DFT, ωB97M-V with the def2-TZVPD basis set

Values from the calculation:
Max |F| in eV Å⁻¹: 3.338
Kohn-Sham gap in eV: 9.11
LUMO in eV: -2.89
HOMO in eV: -12.001
Total charge: +1

The geometry in XYZ format:
```
64
Properties=species:S:1:pos:R:3:nbo_charge:R:1
Ca 4.3168 -11.2916 14.3962 1.8535
F 5.9286 -11.6344 15.7674 -0.9232
C 2.8964 -9.7925 18.1188 -0.7363
C 3.3024 -9.1456 16.8279 0.6939
O 3.7110 -9.7083 15.8325 -0.7031
C 3.1743 -7.6364 16.8588 -0.7374
H 1.7739 -9.7249 18.1047 0.2574
H 3.3920 -9.2565 18.9386 0.2670
H 3.0557 -10.9058 18.1287 0.2385
H 2.3140 -7.2728 16.3251 0.2464
H 4.0407 -7.1680 16.4588 0.2608
H 3.1397 -7.2918 17.9024 0.2369
C 0.4587 -11.8645 12.2982 -0.7478
C 1.0322 -12.2611 13.6126 0.6751
O 2.1706 -11.8728 13.8955 -0.7317
C 0.1960 -13.0251 14.5139 -0.7517
H 1.2016 -11.8497 11.4720 0.2678
H 0.2665 -10.7864 12.3358 0.2699
H -0.5344 -12.2712 12.0917 0.2454
H -0.7581 -13.3628 14.1263 0.2498
H 0.1307 -12.5192 15.4921 0.2695
H 0.6941 -13.9796 14.7543 0.2787
C 3.7143 -15.3560 19.2832 -0.7218
C 4.0755 -15.8126 17.8818 0.6091
O 3.2774 -15.7765 16.9491 -0.5820
C 5.5056 -16.2220 17.5714 -0.7283
H 3.8271 -14.2960 19.2856 0.2367
H 4.2403 -15.8255 20.0802 0.2339
H 2.6431 -15.6175 19.4306 0.2428
H 5.5615 -16.9343 16.7088 0.2436
H 6.0160 -16.6742 18.4073 0.2297
H 6.0684 -15.2987 17.3299 0.2392
Cl 6.6580 -8.4715 18.3121 -0.0861
C 6.4397 -10.2627 18.3112 -0.4056
C 7.6480 -11.0688 18.8468 -0.3599
Cl 7.7994 -10.8399 20.6296 -0.0853
H 6.2607 -10.5519 17.3074 0.2745
H 5.6289 -10.6394 18.9403 0.2003
H 8.5818 -10.6825 18.5056 0.2266
H 7.4098 -12.1281 18.6500 0.2267
F 5.0492 -9.5130 13.1944 -0.4107
C 5.2386 -8.1437 13.3325 0.3639
C 6.5688 -7.8081 13.3251 -0.2584
C 6.9530 -6.5019 13.5526 -0.1737
C 5.9229 -5.5715 13.6337 -0.2053
C 4.5657 -5.8596 13.7532 -0.1874
C 4.2003 -7.2647 13.5845 -0.2796
H 7.2748 -8.5931 13.2667 0.2355
H 7.9978 -6.2480 13.6528 0.2405
H 6.1968 -4.5241 13.8289 0.2266
H 3.8038 -5.1151 13.9535 0.2370
H 3.1727 -7.5922 13.6118 0.2292
F 4.0311 -13.5270 10.0227 -0.3185
C 4.3137 -13.7773 11.3303 0.4039
C 3.3332 -14.4324 12.0683 -0.2937
C 3.5643 -14.6077 13.4617 -0.1821
C 4.7669 -14.2355 14.0485 -0.2811
C 5.6707 -13.5219 13.2681 -0.2701
C 5.4811 -13.2690 11.8921 -0.3105
H 2.3981 -14.8199 11.6187 0.2489
H 2.7981 -15.0831 14.1059 0.2402
H 5.1175 -14.4417 15.0252 0.2546
H 6.6105 -13.1479 13.7242 0.2598
H 6.1769 -12.5925 11.2976 0.2576
```



Record 3
Molecular formula: C23H32F5N3O2ReSe
Method: DFT, ωB97M-V with the def2-TZVPD basis set

Values from the calculation:
Max |F| in eV Å⁻¹: 2.943
Kohn-Sham gap (alpha / beta) in eV: 2.62 / 2.52
LUMO (alpha / beta) in eV: -8.40 / -8.44
HOMO (alpha / beta) in eV: -11.015 / -10.961
⟨S²⟩: 1.05
Spin multiplicity: 2
Total charge: +2
Energy relative to the best compared isomer or geometry (same formula, charge and spin) in kcal per mole: 88.3

The geometry in XYZ format:
```
67
Properties=species:S:1:pos:R:3:mulliken_spin:R:1
Re 0.6007 0.8368 -0.2001 1.0207
C -0.1874 2.1767 -1.9577 -0.0102
C 1.2236 2.0492 -1.9964 -0.0098
C 1.7543 2.6614 -0.8186 0.0302
C 0.6658 3.1549 -0.0593 -0.0257
C -0.5252 2.8436 -0.7540 -0.0044
C -1.9112 3.2774 -0.3697 -0.0119
C 0.7816 4.0248 1.1624 -0.0033
C 3.2040 2.9930 -0.5922 -0.0092
C 2.0268 1.6158 -3.1902 -0.0120
C -1.1133 1.9138 -3.1106 -0.0126
H -2.6567 2.5197 -0.6218 0.0063
H -2.1661 4.1881 -0.9208 -0.0010
H -1.9885 3.4971 0.6953 0.0007
H 1.6940 3.8219 1.7270 0.0006
H -0.0694 3.8997 1.8326 -0.0010
H 0.8138 5.0736 0.8543 -0.0007
H 3.4271 3.1770 0.4638 0.0004
H 3.4542 3.9109 -1.1353 0.0001
H 3.8713 2.2089 -0.9632 -0.0005
H 3.0128 1.2417 -2.9074 0.0004
H 2.1846 2.4738 -3.8500 0.0000
H 1.5125 0.8495 -3.7740 0.0001
H -2.1272 1.6951 -2.7829 -0.0009
H -0.7740 1.0972 -3.7375 0.0005
H -1.1568 2.8141 -3.7344 -0.0010
N 1.8961 -4.1475 2.4626 0.0000
C 0.9130 -2.9924 2.1734 -0.0005
C 0.5829 -2.9006 0.6957 -0.0018
C 1.6990 -2.2998 -0.1939 -0.0038
N 1.1382 -1.1836 -1.0142 -0.0018
C 2.9027 -1.7821 0.5814 0.0103
C 2.5438 -1.0036 1.8381 -0.0171
N 2.1140 0.3733 1.4277 -0.0011
C 1.4416 -1.6692 2.7060 0.0098
H 1.5160 -5.0321 2.1472 0.0001
H 2.0797 -4.2302 3.4551 0.0000
H 2.7797 -4.0120 1.9997 -0.0001
H 0.0171 -3.2661 2.7182 0.0012
H -0.2846 -2.2473 0.6416 0.0010
H 0.2556 -3.8705 0.3069 -0.0002
H 2.0466 -3.0697 -0.8720 0.0003
H 0.2408 -1.4863 -1.4136 0.0096
H 1.7537 -1.0196 -1.8027 0.0046
H 3.4882 -1.1282 -0.0741 -0.0031
H 3.5819 -2.6080 0.8261 0.0003
H 3.4444 -0.9172 2.4349 -0.0001
H 2.9337 0.9107 1.1786 0.0011
H 1.6708 0.8466 2.2041 0.0074
H 0.5806 -1.0062 2.7316 -0.0058
H 1.7805 -1.7714 3.7423 0.0009
O -0.5573 0.8770 2.0940 -0.0043
C -1.4063 0.1394 1.5654 0.0187
O -1.2259 -0.3237 0.3989 -0.0046
H -2.3154 -0.1495 2.1035 -0.0030
F -6.8866 -1.8633 -0.2121 -0.0023
C -5.5906 -1.5382 -0.2092 0.0066
C -4.6308 -2.4806 0.4139 0.0330
F -4.9040 -3.1111 1.5050 0.0041
C -3.4645 -2.4953 -0.2282 0.0096
F -2.4146 -3.1893 0.1538 0.0018
C -3.4724 -1.6259 -1.3974 0.0191
Se -2.1563 -1.2711 -2.4995 -0.0292
C -4.8324 -0.9879 -1.4321 -0.0107
F -5.3924 -0.7999 -2.6313 0.0029
C -5.1655 -0.1193 -0.2811 -0.0134
F -4.2522 0.4360 0.4963 0.0052
```



Record-wise total energy values, in Eh: -141087.5259; -3018.8128; -4188.6297